Entry 1:
Entry from OMol25: 24 unconnected molecules or ions with the total composition C38H25Cl92IN5OS at a distorted geometry (ωB97M-V/def2-TZVPD).

Positions of all 163 atoms, in Å:
C -1.7701 -1.4987 -0.2071
C -2.7480 -1.9952 0.9791
I -1.7262 -2.2167 2.8789
C -3.5985 -3.2501 0.5305
C -2.7651 -4.4781 0.0393
C -1.6383 -5.0682 0.7137
N -1.1731 -6.1892 -0.0395
C -2.0466 -6.2346 -1.1258
C -1.7925 -7.4273 -2.1242
C -0.7892 -6.9664 -3.2869
C 0.6074 -7.7371 -3.3266
N 1.6946 -6.7360 -3.0330
N -3.0050 -5.2445 -1.1750
C -4.0405 -5.0199 -2.2128
C -3.5307 -5.1200 -3.7043
C -2.4820 -3.9944 -4.1255
C -1.8151 -4.3075 -5.5614
S -0.0034 -4.6177 -5.4660
C 0.9430 -3.2089 -6.0968
N 2.1702 -3.5448 -6.5706
N 2.7641 -2.3792 -6.9608
C 1.8686 -1.3800 -6.7212
O 0.6755 -1.8546 -6.1571
H -0.7486 -1.9185 -0.0089
H -1.7998 -0.3705 -0.1609
H -2.2327 -1.8838 -1.1601
H -3.4943 -1.1526 1.1165
H -4.3928 -2.9963 -0.2278
H -4.1519 -3.6018 1.4543
H -1.1127 -4.8195 1.6618
H -0.3849 -6.8047 0.1871
H -2.7853 -7.6510 -2.6178
H -1.4166 -8.3471 -1.5828
H -0.5373 -5.8805 -3.0726
H -1.3273 -6.9500 -4.2804
H 0.6341 -8.5731 -2.5795
H 0.8161 -8.0778 -4.3855
H 1.4313 -6.2158 -2.1902
H 1.7245 -6.0257 -3.7750
H -4.4163 -3.9578 -2.0782
H -4.9483 -5.6688 -2.0129
H -3.1827 -6.1590 -3.9637
H -4.4439 -4.9416 -4.3556
H -3.0933 -3.0514 -4.2854
H -1.7193 -3.7893 -3.3262
H -2.2878 -5.2894 -5.8836
H -2.1210 -3.5633 -6.3487
H 2.1840 -0.3423 -6.9568
C 1.7779 -3.9130 -10.8362
Cl 2.6129 -5.4458 -11.1504
Cl 0.0222 -4.1812 -10.8595
Cl 2.2592 -3.2907 -9.2459
Cl 2.2112 -2.7364 -12.0911
C 2.1504 1.1360 -3.3782
Cl 0.5360 1.8388 -3.6006
Cl 3.3725 2.3910 -3.6280
Cl 2.3003 0.4929 -1.7305
Cl 2.3776 -0.1796 -4.5500
C 2.8605 5.8195 -1.7515
Cl 4.5046 5.6363 -2.3901
Cl 2.2724 7.4557 -2.1018
Cl 1.7868 4.6304 -2.5079
Cl 2.8759 5.5477 0.0021
C 7.4289 8.1058 -4.3926
Cl 8.5773 8.9439 -3.3329
Cl 7.3566 8.9336 -5.9586
Cl 7.9610 6.4301 -4.6329
Cl 5.8215 8.1111 -3.6444
C 4.5039 4.9114 3.5473
Cl 5.3883 4.5938 2.0433
Cl 5.0864 3.8190 4.8166
Cl 4.7628 6.5945 4.0425
Cl 2.7697 4.6361 3.2835
C 8.2613 6.0117 6.0464
Cl 8.1140 5.4921 4.3565
Cl 8.8523 4.6620 7.0320
Cl 9.4036 7.3647 6.1473
Cl 6.6767 6.5316 6.6541
C 0.9230 9.5895 1.5780
Cl 1.8123 8.0900 1.2651
Cl -0.8191 9.2725 1.4628
Cl 1.3069 10.1844 3.2078
Cl 1.3824 10.8101 0.3779
C -5.9437 -0.0267 -0.9797
Cl -4.6419 -0.9542 -1.7525
Cl -6.7962 -1.0719 0.1733
Cl -5.2507 1.3532 -0.1135
Cl -7.0749 0.5540 -2.2174
C 4.3742 -3.8884 -1.2288
Cl 5.9751 -4.1458 -1.9411
Cl 3.8534 -2.2199 -1.5291
Cl 3.2132 -5.0125 -1.9647
Cl 4.4497 -4.1794 0.5200
C -0.9393 6.3339 5.0560
Cl -2.1376 5.9007 3.8194
Cl 0.1066 7.6180 4.4264
Cl -1.7714 6.9025 6.5146
Cl 0.0419 4.9104 5.4527
C -0.4082 -10.3552 0.6668
Cl -0.6470 -10.8536 -1.0156
Cl 0.1142 -11.7420 1.6310
Cl 0.8297 -9.0900 0.7258
Cl -1.9322 -9.7197 1.3182
C 1.8216 13.8853 -2.3733
Cl 2.9639 14.7151 -1.3017
Cl 1.7455 14.7331 -3.9281
Cl 2.3641 12.2165 -2.6360
Cl 0.2131 13.8721 -1.6269
C -2.0001 1.4435 6.3484
Cl -2.5311 0.1414 5.2615
Cl -2.0476 2.9902 5.4856
Cl -3.0761 1.5145 7.7554
Cl -0.3414 1.1213 6.8876
C 3.8560 -11.1331 -1.5077
Cl 5.4609 -11.3818 -2.2141
Cl 3.3269 -9.4676 -1.8137
Cl 2.7038 -12.2639 -2.2434
Cl 3.9286 -11.4180 0.2419
C 5.1803 8.2194 10.2262
Cl 6.8266 8.0664 9.5893
Cl 4.5635 9.8466 9.8865
Cl 4.1333 7.0159 9.4484
Cl 5.1948 7.9462 11.9779
C -10.3334 1.6346 0.3085
Cl -11.0020 2.6161 1.6240
Cl -11.0130 -0.0008 0.3883
Cl -10.7497 2.3728 -1.2493
Cl -8.5675 1.5486 0.4669
C -10.6753 -4.3705 0.9789
Cl -12.2971 -3.6748 0.8232
Cl -9.4624 -3.1042 0.7072
Cl -10.4725 -5.0420 2.6077
Cl -10.4648 -5.6575 -0.2226
C -3.3432 3.1266 -4.1189
Cl -2.8862 2.9847 -5.8260
Cl -4.6997 4.2558 -3.9608
Cl -3.8184 1.5335 -3.5043
Cl -1.9636 3.7279 -3.1799
C -0.8070 3.3232 0.9896
Cl 0.5105 2.6260 0.0281
Cl -0.5702 5.0750 1.1336
Cl -2.3561 3.0010 0.1877
Cl -0.8164 2.5871 2.6032
C 8.1595 1.9891 10.1622
Cl 6.5954 1.5609 9.4435
Cl 9.4087 1.9832 8.9029
Cl 8.0559 3.6053 10.8829
Cl 8.5782 0.8074 11.4153
C -7.9797 0.6398 4.4003
Cl -8.6429 -0.6615 3.3906
Cl -8.0642 2.1725 3.5191
Cl -8.9213 0.7643 5.8960
Cl -6.2869 0.2776 4.8002
C 10.1239 5.4648 0.4146
Cl 11.2487 6.3193 1.4853
Cl 10.0396 6.3018 -1.1464
Cl 10.6902 3.8029 0.1657
Cl 8.5123 5.4351 1.1548
C -5.3828 -4.2371 4.5618
Cl -4.1648 -4.9959 3.5127
Cl -5.0808 -2.4920 4.6676
Cl -6.9990 -4.5143 3.8865
Cl -5.2860 -4.9511 6.1797

Forces on atoms 1 to 3 (eV/Å):
-0.8 -0.3 1.5
-0.8 0.7 -2.1
-0.1 0.1 -0.8

The value obtained for the orbital gap is 8.66 eV. Its charge is +1. The calculation puts the LUMO energy at -0.087 hartree. Its HOMO energy is -11.03 eV.

Here are the Löwdin charges for atoms 1 to 99, given in e:
1. C -0.15
2. C -0.73
3. I 0.88
4. C -0.22
5. C -0.12
6. C -0.01
7. N 0.15
8. C -0.16
9. C -0.07
10. C -0.19
11. C -0.23
12. N -0.15
13. N 0.05
14. C -0.10
15. C -0.17
16. C -0.23
17. C -0.43
18. S 0.97
19. C -0.59
20. N -0.07
21. N -0.09
22. C -0.31
23. O -0.02
24. H 0.06
25. H 0.07
26. H 0.03
27. H 0.06
28. H 0.04
29. H 0.04
30. H 0.08
31. H 0.11
32. H 0.12
33. H 0.06
34. H 0.07
35. H 0.09
36. H 0.05
37. H 0.13
38. H -0.03
39. H 0.01
40. H 0.11
41. H 0.15
42. H 0.08
43. H 0.14
44. H 0.11
45. H 0.10
46. H 0.08
47. H 0.10
48. H 0.12
49. C -2.01
50. Cl 0.52
51. Cl 0.50
52. Cl 0.64
53. Cl 0.52
54. C -1.94
55. Cl 0.49
56. Cl 0.52
57. Cl 0.49
58. Cl 0.67
59. C -1.96
60. Cl 0.51
61. Cl 0.53
62. Cl 0.46
63. Cl 0.45
64. C -2.03
65. Cl 0.51
66. Cl 0.53
67. Cl 0.51
68. Cl 0.48
69. C -2.00
70. Cl 0.49
71. Cl 0.52
72. Cl 0.51
73. Cl 0.49
74. C -1.99
75. Cl 0.48
76. Cl 0.50
77. Cl 0.54
78. Cl 0.46
79. C -2.01
80. Cl 0.46
81. Cl 0.52
82. Cl 0.51
83. Cl 0.51
84. C -1.98
85. Cl 0.56
86. Cl 0.50
87. Cl 0.52
88. Cl 0.54
89. C -2.00
90. Cl 0.55
91. Cl 0.49
92. Cl 0.62
93. Cl 0.52
94. C -1.99
95. Cl 0.49
96. Cl 0.50
97. Cl 0.55
98. Cl 0.46
99. C -2.02



Entry 2:
Entry from OMol25: a molecular structure, C38H26CoF6N10Sb (ωB97M-V/def2-TZVPD).

Positions of all 82 atoms, in Å:
Co 0.9413 0.8271 -0.4194
C -3.3492 2.8586 3.0068
C -2.3219 3.3477 3.8189
C -1.1091 2.6897 3.9110
C -0.9748 1.5069 3.1952
C 0.2061 0.7263 2.8852
N 1.4138 1.1329 2.9998
C 2.4446 1.2857 2.2020
C 3.8288 1.5393 2.6340
C 4.4704 1.3789 3.8432
C 5.8252 1.7036 3.8879
C 6.4905 2.1722 2.7603
C 5.8302 2.3376 1.5429
C 4.4933 2.0109 1.5038
C 3.5163 2.0051 0.3920
N 3.7629 2.4858 -0.7823
C 3.0089 2.2205 -1.8837
N 2.1435 1.2231 -1.9578
C 1.7319 1.0530 -3.2783
N 1.0175 0.0491 -3.7323
C 0.3420 -0.7684 -2.9433
N 0.0847 -0.5141 -1.6050
C -0.5902 -1.5182 -1.0869
N -0.7924 -1.5137 0.2858
C -1.5197 -0.2106 1.7501
N -0.2024 -0.5220 2.2893
C -2.0103 1.0172 2.3885
C -3.2089 1.6910 2.2684
C -0.8927 -2.5129 -2.0886
C -1.5529 -3.7315 -2.0537
C -1.6313 -4.4484 -3.2375
C -1.0760 -3.9541 -4.4208
C -0.4046 -2.7404 -4.4568
C -0.3107 -2.0220 -3.2766
C 2.3437 2.1193 -4.0697
C 2.1903 2.4949 -5.3900
C 2.8799 3.6264 -5.8149
C 3.6980 4.3482 -4.9480
C 3.8460 3.9742 -3.6163
C 3.1495 2.8594 -3.1916
N 2.3194 1.4852 0.8794
H -4.2741 3.4152 2.9386
H -2.4753 4.2661 4.3685
H -0.2988 3.0697 4.5181
H 3.9514 1.0118 4.7184
H 6.3709 1.5867 4.8142
H 7.5427 2.4124 2.8312
H 6.3419 2.7039 0.6637
H -3.9838 1.3476 1.6000
H -1.9938 -4.1093 -1.1404
H -2.1299 -5.4080 -3.2484
H -1.1666 -4.5379 -5.3268
H 0.0277 -2.3582 -5.3713
H 1.5426 1.9398 -6.0542
H 2.7717 3.9611 -6.8378
H 4.2206 5.2203 -5.3173
H 4.4715 4.5381 -2.9377
F -0.3720 2.2841 -0.5221
Sb -2.0732 2.0389 -2.1638
F -3.3256 3.1782 -2.9873
F -3.0951 2.1943 -0.5299
F -2.7993 0.3031 -2.3578
F -3.0341 -0.8375 0.1279
F -1.2489 1.7618 -3.9057
N -0.3343 -0.2519 0.8625
C -2.1115 -1.4156 0.9684
N -2.6215 -2.5671 1.5236
C -3.8023 -2.3934 2.3725
C -4.6394 -3.6654 2.3765
C -3.7909 -4.8828 2.7359
C -2.5675 -4.9738 1.8278
C -1.7588 -3.6869 1.9004
H -4.3871 -1.5595 1.9865
H -3.4897 -2.1505 3.3998
H -5.0828 -3.7978 1.3867
H -5.4534 -3.5455 3.0927
H -4.3889 -5.7907 2.6539
H -3.4624 -4.8052 3.7776
H -2.8938 -5.1282 0.7952
H -1.9344 -5.8156 2.1116
H -0.9007 -3.7146 1.2329
H -1.3826 -3.5509 2.9245

Forces on atoms 1 to 3 (eV/Å):
-0.2 0.8 -0.1
0.0 0.0 0.0
0.0 0.0 0.0

Its spin multiplicity is 6. The value obtained for the orbital gap (spin up / spin down) is 5.02 / 6.96 eV. Its charge is +1. The calculation puts the LUMO energy (spin up / spin down) at -0.171 / -0.178 hartree. Its HOMO energy (spin up / spin down) is -9.67 / -11.79 eV.

What are the Löwdin partial charges on each atom? They are as follows, in elementary charge units:
1. Co 0.72
2. C -0.01
3. C -0.03
4. C 0.02
5. C -0.09
6. C -0.15
7. N 0.28
8. C -0.21
9. C -0.10
10. C 0.01
11. C -0.05
12. C -0.04
13. C 0.02
14. C -0.10
15. C -0.22
16. N 0.23
17. C -0.22
18. N 0.08
19. C -0.23
20. N 0.23
21. C -0.23
22. N 0.06
23. C -0.18
24. N 0.14
25. C -0.15
26. N 0.18
27. C -0.06
28. C 0.01
29. C -0.08
30. C 0.02
31. C -0.05
32. C -0.04
33. C 0.02
34. C -0.08
35. C -0.10
36. C 0.02
37. C -0.05
38. C -0.05
39. C 0.01
40. C -0.10
41. N 0.08
42. H 0.12
43. H 0.12
44. H 0.13
45. H 0.12
46. H 0.11
47. H 0.11
48. H 0.12
49. H 0.12
50. H 0.10
51. H 0.11
52. H 0.11
53. H 0.13
54. H 0.12
55. H 0.11
56. H 0.11
57. H 0.12
58. F -0.52
59. Sb 1.64
60. F -0.40
61. F -0.42
62. F -0.38
63. F 0.10
64. F -0.43
65. N 0.05
66. C -0.37
67. N -0.04
68. C -0.14
69. C -0.17
70. C -0.19
71. C -0.18
72. C -0.16
73. H 0.12
74. H 0.13
75. H 0.12
76. H 0.12
77. H 0.11
78. H 0.12
79. H 0.11
80. H 0.12
81. H 0.11
82. H 0.13